DFT (ωB97M-V with the def2-TZVPD basis set) results for a structure of composition C46H45BBaN11O2S3.

Last column: Mulliken charge in e.
Geometry (Å):
Ba  0.101  0.015  0.187  1.738
C  -1.111  -1.436  5.159  -0.936
C  -1.960  -2.435  4.680  -0.391
C  -2.407  -2.387  3.378  -0.962
C  -2.007  -1.312  2.575  0.101
N  -1.186  -0.350  3.031  0.530
C  -0.749  -0.425  4.290  -0.179
N  -2.299  -1.266  1.227  -0.468
C  -2.829  -0.229  0.654  0.016
N  -2.516  0.068  -0.624  0.049
C  -2.930  1.346  -0.900  -0.003
N  -2.545  1.902  -1.989  0.026
C  -2.779  3.206  -2.378  0.120
C  -3.156  3.425  -3.714  -0.522
C  -3.323  4.715  -4.162  -0.453
C  -3.095  5.771  -3.283  -0.506
C  -2.713  5.456  -1.992  -0.644
N  -2.556  4.215  -1.535  -0.072
C  -3.763  1.845  0.254  0.217
C  -4.534  2.971  0.474  0.035
C  -5.233  3.066  1.676  -0.787
C  -5.163  2.062  2.634  -0.811
C  -4.385  0.930  2.414  0.448
C  -3.689  0.848  1.225  -0.690
H  -0.726  -1.461  6.168  0.459
H  -2.255  -3.253  5.326  0.419
H  -3.043  -3.153  2.956  0.526
H  -0.066  0.363  4.592  0.201
H  -3.297  2.568  -4.359  0.456
H  -3.617  4.904  -5.188  0.405
H  -3.199  6.801  -3.594  0.407
H  -2.514  6.249  -1.276  0.435
H  -4.590  3.764  -0.255  0.486
H  -5.842  3.941  1.864  0.402
H  -5.722  2.164  3.556  0.407
H  -4.322  0.140  3.152  0.446
C  -1.830  3.046  3.186  -1.059
N  -0.402  3.131  3.407  0.442
C  0.218  3.139  4.642  -0.659
C  1.542  3.244  4.402  -0.751
N  1.735  3.302  3.042  0.144
B  3.128  3.606  2.421  0.813
N  3.480  2.653  1.234  0.246
C  4.149  3.132  0.132  -0.783
C  4.454  2.093  -0.673  -0.616
N  3.962  0.966  -0.055  0.347
C  4.103  -0.372  -0.588  -0.686
C  3.367  1.316  1.118  -0.310
S  2.646  0.203  2.209  -0.304
C  0.541  3.215  2.432  -0.669
S  0.194  3.238  0.755  0.069
H  -2.343  3.429  4.068  0.332
H  -2.123  2.014  3.009  0.337
H  -2.096  3.640  2.314  0.346
H  -0.340  3.063  5.558  0.459
H  2.376  3.275  5.079  0.488
H  3.129  4.731  1.974  -0.246
H  3.948  3.465  3.304  -0.241
H  4.339  4.184  0.018  0.476
H  4.953  2.046  -1.625  0.490
H  4.008  -0.333  -1.672  0.313
H  3.319  -1.019  -0.204  -0.064
H  5.073  -0.792  -0.317  0.348
C  2.627  -6.846  4.387  -1.005
C  4.025  -7.404  4.417  0.709
O  4.426  -8.151  5.274  -0.566
S  5.167  -6.916  3.132  -0.169
C  4.215  -5.825  2.105  -0.197
C  3.521  -6.332  1.011  -0.356
C  2.756  -5.491  0.220  -0.527
C  2.668  -4.123  0.504  0.420
C  3.393  -3.621  1.596  -0.063
C  4.161  -4.461  2.381  -0.589
C  1.863  -3.235  -0.277  -0.340
C  1.200  -2.391  -0.881  -1.235
H  2.648  -5.757  4.398  0.305
H  2.089  -7.222  5.254  0.314
H  2.120  -7.145  3.469  0.309
H  3.576  -7.391  0.790  0.430
H  2.211  -5.887  -0.627  0.485
H  3.335  -2.561  1.819  0.579
H  4.715  -4.063  3.223  0.459
C  -1.648  -2.388  -3.033  -0.976
C  -1.842  -1.105  -3.822  -0.240
N  -1.034  -1.057  -5.043  0.409
C  -1.382  -1.999  -6.103  -0.852
C  -0.310  -3.062  -6.307  -1.151
C  -0.135  -0.098  -5.357  0.171
O  0.324  0.026  -6.490  -0.709
C  0.350  0.822  -4.275  0.368
C  0.501  2.168  -4.575  -0.538
C  1.023  3.019  -3.618  -1.297
C  1.396  2.490  -2.393  -0.038
N  1.283  1.193  -2.099  0.106
C  0.763  0.378  -3.028  -0.496
H  -2.270  -2.348  -2.138  0.276
H  -0.614  -2.514  -2.704  0.116
H  -1.942  -3.261  -3.621  0.405
H  -1.635  -0.232  -3.209  -0.058
H  -2.891  -1.013  -4.127  0.297
H  -1.533  -1.443  -7.030  0.470
H  -2.327  -2.465  -5.822  0.424
H  0.629  -2.593  -6.599  0.309
H  -0.610  -3.755  -7.095  0.392
H  -0.148  -3.625  -5.388  0.268
H  0.214  2.524  -5.556  0.508
H  1.134  4.077  -3.809  0.476
H  1.775  3.118  -1.597  0.314
H  0.710  -0.676  -2.753  0.917

DFT total energy   -3777.88626 hartree
Orbital gap   7.0 eV
Charge   -1